Entry 1:
The following is a quantum chemistry calculation of 2 unconnected molecules or ions with the total composition C5H9N3, from OMol25.

Atoms and positions in Å:
N 0.66 -1.10 -0.44
N -0.72 1.25 0.65
N -1.89 1.08 -0.12
C 0.31 1.68 0.07
C 1.27 -0.16 -1.13
C 1.13 2.69 -0.15
C -0.58 -2.64 1.08
C -0.17 -1.43 0.35
H -2.50 0.44 0.37
H -1.70 0.74 -1.06
H 2.14 2.55 -0.51
H -0.43 -2.47 2.14
H 0.81 3.71 0.04
H -1.65 -2.82 0.93
H -0.02 -3.53 0.77
H 2.27 0.11 -0.82
H 1.07 -0.12 -2.19

Calculated values
- Energy relative to the best compared isomer or geometry (same formula, charge and spin): 568.3 kJ/mol
- Largest force on an atom: 0.029 hartree/bohr
- Total charge: 0
- E_tot: -359.98081 Ha


Entry 2:
The following is a quantum chemistry calculation of 2 unconnected molecules or ions with the total composition C2H8N2O2S, from OMol25.

Atoms and positions in Å:
S 1.30 -0.95 0.32
O 1.47 -1.36 -1.32
O 2.64 -0.80 0.88
N -1.95 -1.46 -0.80
N 0.41 1.39 1.25
C 0.86 0.79 -0.01
C -2.85 -0.70 -1.25
H -3.79 -1.01 -1.79
H 1.79 1.14 -0.42
H -2.59 0.39 -1.34
H -0.10 0.66 1.73
H -2.05 -2.47 -0.79
H 0.05 1.05 -0.73
H 1.15 1.59 1.89
H 0.65 -1.32 -1.79

Calculated values
- Energy relative to the best compared isomer or geometry (same formula, charge and spin): 350.1 kJ/mol
- Largest force on an atom: 0.077 hartree/bohr
- Spin multiplicity: 3
- Total charge: 0
- E_tot: -738.89445 Ha


Entry 3:
The following is a quantum chemistry calculation of a molecular structure, C54H50AsF15GeN7S2Y, from OMol25.

Atoms and positions in Å:
Y -0.26 0.86 0.65
As -3.01 1.34 -2.76
Ge 2.59 -2.66 -1.07
S 0.82 -1.60 -0.53
S 4.78 1.46 2.72
F 2.10 -7.30 -3.73
F 5.77 -4.09 3.01
F 1.48 -6.02 2.81
F 0.92 -3.32 -5.96
F 3.86 -5.70 4.09
F 1.02 -4.75 0.50
F 3.33 0.48 -1.36
F 1.61 -1.91 -3.77
F 5.21 -3.76 -2.16
F 7.53 0.12 -3.38
F 5.33 -2.82 0.72
F 5.48 1.64 -2.43
F 2.80 -5.89 -1.57
F 1.16 -6.03 -5.94
F 7.38 -2.59 -3.23
N -2.12 -0.54 0.94
N 0.18 2.82 1.99
N 0.78 1.66 -1.59
N 0.17 0.28 2.88
N 2.08 3.36 -0.68
N -2.25 2.09 0.61
N 2.62 0.93 1.47
C 1.49 -5.33 -4.87
C -4.81 2.13 -2.75
C 2.24 2.91 -3.04
C 1.69 2.63 -1.77
C -4.39 -0.66 -4.50
C 1.73 -3.24 -3.74
C 4.18 -1.69 -1.74
C 1.97 -5.97 -3.74
C 4.30 -0.32 -1.82
C -5.79 -0.43 1.56
C 1.45 0.96 4.82
C 6.38 -1.85 -2.78
C -2.06 -1.99 1.13
C -2.45 -2.49 2.55
C -3.31 1.52 1.17
C -0.19 4.17 1.56
C -2.13 -1.57 3.73
C 5.25 -2.43 -2.23
C 0.61 1.21 3.71
C 3.15 -3.73 0.51
C -4.51 -0.72 1.13
C 2.42 -5.23 2.29
C -5.58 1.90 2.30
C 0.35 -1.13 3.22
C 4.44 -0.17 2.36
C -2.43 2.07 -4.50
C -1.80 3.45 -4.33
C 5.41 0.31 -2.37
C 3.63 -5.07 2.95
C 2.31 -5.22 -2.62
C 4.34 -3.61 1.19
C -3.30 0.03 1.12
C 3.32 1.91 1.97
C -4.31 2.24 1.85
C 1.37 -3.95 -4.87
C -1.69 4.39 1.45
C 4.60 -4.26 2.39
C -0.01 3.59 4.28
C -0.68 -1.62 4.23
C -6.29 0.72 2.15
C 2.20 -4.56 1.10
C 6.45 -0.46 -2.85
C 0.42 3.73 5.59
C -3.47 -0.50 -3.30
C 1.77 1.71 5.92
C 0.44 0.92 -2.66
C 3.25 -0.26 1.70
C -5.72 1.54 -1.68
C 0.30 2.61 3.29
C 1.88 2.14 -4.11
C 2.20 -3.85 -2.59
C 1.28 2.94 6.33
C -2.31 3.52 0.36
C 0.96 1.10 -3.92
H 1.36 -1.34 3.58
H -1.43 3.85 -5.28
H -5.36 1.75 -0.68
H -1.93 -3.44 2.70
H 0.27 4.92 2.22
H -3.29 2.12 -5.18
H 2.77 -1.17 1.37
H 2.31 2.32 -5.08
H -5.24 2.01 -3.74
H -4.68 3.20 -2.59
H 1.57 3.31 7.31
H -5.37 -0.22 -4.32
H 2.99 2.94 1.98
H -6.10 2.70 2.81
H 2.97 3.82 -0.76
H -2.68 -2.51 0.39
H -3.51 -2.72 2.57
H -0.63 4.40 3.93
H 0.27 -1.70 2.29
H -2.78 -1.85 4.56
H -2.18 4.21 2.41
H -5.80 0.46 -1.78
H 1.90 -0.03 4.81
H -4.54 -1.72 -4.74
H 1.93 2.92 0.21
H 0.05 4.62 6.08
H 2.96 3.71 -3.13
H -1.05 -2.31 0.91
H -3.97 -0.19 -5.39
H -6.49 -1.24 1.44
H -2.38 -0.53 3.49
H -0.43 -2.65 4.50
H -2.52 4.17 -3.93
H -3.34 3.83 0.17
H 0.24 4.34 0.57
H -0.95 3.40 -3.64
H -4.04 3.27 2.06
H -3.91 -0.97 -2.41
H -0.59 -1.03 5.14
H -7.31 0.70 2.51
H -0.25 0.12 -2.47
H 2.47 1.23 6.61
H -1.77 3.71 -0.58
H 0.67 0.44 -4.72
H 5.11 -0.97 2.63
H -6.73 1.95 -1.76
H -2.52 -1.01 -3.46
H -1.72 1.37 -4.94
H -4.39 -1.72 0.75
H -1.87 5.44 1.19

Calculated values
- Energy relative to the best compared isomer or geometry (same formula, charge and spin): 30.1 kJ/mol
- Largest force on an atom: 0.010 hartree/bohr
- Total charge: 0
- E_tot: -9116.48630 Ha


Entry 4:
The following is a quantum chemistry calculation of a molecular structure, C15H24EuN3O5Si, from OMol25.

Atoms and positions in Å:
Eu 0.05 -0.30 0.32
Si 1.03 -0.45 -3.17
O -0.21 -4.79 1.10
O -1.34 0.62 2.74
O 1.43 0.69 2.08
O -0.55 -2.69 0.47
O 2.80 0.61 3.83
N -0.97 1.90 -0.68
N 0.31 0.48 -1.95
N 0.42 -1.79 3.07
C 1.76 -2.00 -2.39
C -0.23 -0.86 -4.63
C -0.19 -1.07 4.17
C 2.10 0.09 2.97
C -2.22 3.72 -1.55
C -0.37 1.62 -1.85
C -0.75 2.44 -2.94
C -1.75 2.92 -0.48
C -1.49 -0.34 3.83
C -2.20 3.16 0.91
C -0.03 -3.15 2.77
C -1.69 3.47 -2.78
C -0.25 -3.60 1.33
C 2.45 0.51 -4.00
C 1.87 -1.53 2.95
H -0.19 0.04 -5.30
H 1.15 -2.58 -1.67
H -3.06 3.82 0.93
H -0.36 -1.73 5.01
H 2.06 1.10 -4.85
H -1.68 0.32 4.72
H 0.52 -0.26 4.53
H 2.50 -2.03 3.67
H -1.09 -3.19 3.19
H 2.70 -1.70 -1.84
H -0.41 2.14 -3.95
H 3.33 -0.02 -4.20
H -1.27 -0.93 -4.20
H 2.80 1.35 -3.37
H -1.42 3.58 1.54
H -0.58 1.20 2.98
H -2.31 -1.02 3.58
H 0.04 -1.74 -5.21
H 2.17 -2.00 2.06
H 2.05 -2.68 -3.25
H -1.96 3.99 -3.70
H -2.46 2.19 1.34
H 0.52 -3.94 3.32
H -3.02 4.43 -1.46

Calculated values
- Largest force on an atom: 0.056 hartree/bohr
- Spin multiplicity: 8
- Total charge: -1
- E_tot: -2126.49154 Ha


Entry 5:
The following is a quantum chemistry calculation of a molecular structure, C45H70N6O9P2SV, from OMol25.

Atoms and positions in Å:
V -0.07 0.83 -0.59
S -2.30 0.87 -1.64
P 2.32 2.29 1.25
P 2.17 4.05 -1.07
O 0.44 -0.49 -1.51
O 3.62 2.67 1.84
O 2.62 2.78 -1.90
O 1.16 4.93 -1.67
O -0.35 0.69 1.13
O 1.83 3.64 0.46
O 3.59 4.77 -0.90
O 2.20 1.07 0.34
O 0.10 2.31 -1.04
N -3.30 1.83 -3.84
N -4.75 3.43 1.51
N -1.40 2.94 -3.19
N -2.41 -2.28 -0.77
N -0.02 -2.14 0.99
N -3.62 1.55 1.13
C 3.36 0.51 5.39
C -0.03 3.20 2.98
C -0.88 3.67 1.80
C -3.37 2.55 -5.11
C 0.73 -1.04 -4.46
C 1.64 -0.55 3.76
C -0.06 -1.77 2.40
C 1.91 1.80 3.80
C -2.77 3.93 -4.95
C 1.66 -3.24 -3.62
C -4.22 0.46 3.33
C -2.28 1.97 -2.97
C 2.73 0.96 6.71
C -0.77 -3.38 0.78
C 2.30 0.61 4.28
C 1.43 -2.57 -0.97
C -0.98 2.66 4.07
C 1.98 -3.78 -1.34
C 1.35 -2.21 0.49
C -4.94 2.66 2.64
C 1.29 -1.50 -5.81
C -1.59 -3.44 -0.50
C 3.88 -0.93 5.54
C 1.14 -1.98 -3.31
C 4.55 1.42 5.04
C -3.96 2.71 0.66
C 2.83 -5.72 -4.54
C -4.23 1.48 2.38
C -5.63 1.84 4.75
C -3.38 -2.00 0.28
C 0.74 4.41 3.53
C -0.80 -1.02 -4.56
C 1.00 -1.66 -1.95
C -1.38 3.80 -4.38
C 1.79 -6.63 -2.47
C -5.65 2.87 3.82
C 2.70 -5.52 -3.03
C 4.10 -5.64 -2.41
C 0.68 -0.51 2.80
C 0.34 0.72 2.19
C 1.26 0.38 -4.22
C -4.92 0.65 4.51
C 2.10 -4.16 -2.67
C -3.08 -2.43 -2.05
C 0.98 2.01 2.66
H 2.37 -1.63 -5.77
H 0.82 0.86 -3.36
H 0.83 -2.42 -6.16
H -0.08 -4.24 0.76
H 4.75 -4.84 -2.76
H -2.82 2.00 -5.89
H -5.10 4.36 1.35
H 3.46 -4.96 -4.99
H -3.80 -3.28 -2.04
H -3.39 4.53 -4.28
H 3.51 5.65 -0.50
H 2.36 2.70 4.20
H 1.93 -2.97 1.06
H -1.68 3.44 4.38
H 2.30 -4.45 -0.55
H -3.90 1.05 -3.68
H -0.93 -3.56 -1.36
H 4.90 1.23 4.03
H -2.87 -1.85 1.23
H 2.35 0.37 -4.08
H 1.87 0.34 6.97
H -1.71 4.26 2.20
H 5.38 1.23 5.74
H 1.91 -1.53 4.16
H -1.18 -2.00 -4.86
H -1.43 -3.53 1.64
H -0.68 3.06 -2.50
H -6.20 3.79 4.01
H -1.30 2.85 1.23
H 4.55 -6.60 -2.69
H -1.12 -0.29 -5.32
H 3.11 -1.61 5.92
H 4.26 -1.31 4.59
H 1.04 4.28 4.57
H -3.63 -1.52 -2.29
H 4.30 2.48 5.11
H -0.31 4.30 1.12
H -4.11 -2.82 0.40
H 0.33 -2.60 3.03
H 4.06 -5.60 -1.32
H 2.79 2.01 -1.32
H 3.46 0.89 7.53
H -2.73 4.43 -5.92
H 1.07 -0.73 -6.55
H 1.66 -6.53 -1.39
H -6.17 1.95 5.68
H 3.28 -6.70 -4.73
H -3.92 -1.08 0.04
H 1.83 -1.25 0.66
H -4.93 -0.13 5.26
H 1.85 -5.71 -5.03
H -2.35 -2.62 -2.83
H -0.96 4.75 -4.07
H 2.23 -7.62 -2.68
H -0.42 2.32 4.95
H 1.63 4.62 2.93
H 4.70 -0.94 6.25
H -1.11 -1.64 2.68
H -3.65 3.09 -0.30
H -2.21 -4.36 -0.44
H 2.39 2.00 6.64
H -3.67 -0.46 3.14
H -1.57 1.82 3.69
H 1.04 1.01 -5.10
H -4.42 2.60 -5.42
H -0.70 3.36 -5.12
H 0.08 5.29 3.49
H -1.26 -0.75 -3.61
H 0.80 -6.58 -2.94
H 1.74 -3.52 -4.66

Calculated values
- Largest force on an atom: 0.096 hartree/bohr
- Spin multiplicity: 2
- Total charge: 0
- E_tot: -4787.68942 Ha


Entry 6:
The following is a quantum chemistry calculation of a molecular structure, C26H29CuNO6PS2, from OMol25.

Atoms and positions in Å:
Cu -0.76 0.20 0.32
S -2.33 1.78 -0.01
S 0.71 3.14 -0.90
P -1.21 3.35 -0.59
O 0.12 1.14 2.04
O -0.37 0.02 -1.96
O -3.24 -2.88 -0.35
O -2.16 -1.14 0.45
O 1.13 -3.24 0.30
O 0.57 -1.12 0.54
N 1.56 1.06 3.78
C 2.80 -1.23 2.58
C -2.87 4.84 1.08
C -1.13 -0.91 -3.94
C -3.64 3.83 -3.87
C -1.89 5.38 -2.39
C 1.28 1.12 2.42
C 1.29 -0.23 4.40
C -2.60 5.95 -3.43
C 2.49 1.12 1.54
C -2.08 4.05 -2.06
C 0.57 -1.01 -2.28
C -3.49 5.18 -4.17
C -2.94 3.27 -2.82
C 0.36 -1.24 -3.79
C 3.48 0.04 2.04
C -0.94 6.72 1.74
C 0.01 -2.23 -1.53
C -1.51 -2.01 -1.72
C -3.19 5.89 1.92
C -1.52 -0.66 -2.46
C -2.37 -2.03 -0.43
C -1.58 4.73 0.57
C -0.62 5.67 0.91
C 2.43 -1.20 4.07
C 0.58 -2.23 -0.09
C -2.23 6.83 2.25
H 4.10 -0.24 1.18
H 2.97 2.11 1.54
H -0.20 7.46 2.00
H 1.57 -0.70 -1.98
H 1.91 -1.43 1.98
H -2.41 -0.05 -2.30
H -1.94 -2.80 -2.35
H -3.08 2.23 -2.55
H 0.38 5.57 0.51
H -3.60 4.10 0.81
H -1.72 -1.72 -4.37
H 0.58 -2.27 -4.05
H 3.48 -2.07 2.42
H 2.17 0.92 0.52
H 3.32 -0.94 4.65
H -2.47 6.99 -3.67
H 0.34 -0.60 4.01
H -4.19 5.98 2.32
H -4.07 5.63 -4.95
H -1.28 0.00 -4.53
H -1.20 5.98 -1.81
H 2.13 -2.21 4.36
H 0.33 -3.17 -1.98
H -2.48 7.66 2.90
H 4.14 0.45 2.80
H -4.33 3.23 -4.44
H 0.99 -0.59 -4.39
H 2.51 1.34 3.98
H 1.20 -0.09 5.48

Calculated values
- Energy relative to the best compared isomer or geometry (same formula, charge and spin): 69.1 kJ/mol
- Largest force on an atom: 0.026 hartree/bohr
- Spin multiplicity: 2
- Total charge: -1
- E_tot: -4292.77423 Ha